C47H51AsN9OPRuSSi2 | ωB97M-V/def2-TZVPD

Results
Electronic energy = -164319.054 eV
HOMO-LUMO gap (spin up / spin down) = 6.74 / 6.95 eV
Lowest unoccupied orbital energy (spin up / spin down) = -2.1601 / -3.5674 eV
Spin multiplicity = 6
E_HOMO (spin up / spin down) = -8.90 / -10.52 eV
Charge = +1
Relative energy (zero: lowest compared OMol25 entry of this formula, charge and spin) = 0.0 kcal/mol

XYZ file:
```
114
Properties=species:S:1:pos:R:3:lowdin_spin:R:1
Ru 0.8076 -0.1360 -0.1357 3.282
C -4.5275 1.6795 1.5733 0.001
N -3.2221 1.0521 1.5054 0.003
C -2.5158 0.6866 0.4289 0.008
N -1.4966 -0.0641 0.7976 0.067
C -1.6275 -0.1230 2.1560 0.007
N -2.6630 0.5339 2.6132 0.004
C -5.6155 0.7375 1.0884 0.000
C -6.8535 1.2234 0.6843 0.000
C -7.8374 0.3492 0.2418 0.000
C -7.5914 -1.0108 0.1631 0.000
C -6.3490 -1.4995 0.5571 0.000
C -5.3788 -0.6270 1.0424 0.000
C -6.0132 -2.9055 0.4002 0.000
N -6.7117 -3.8567 -0.1312 0.000
N -5.9286 -4.9790 -0.1314 0.000
C -4.7932 -4.6490 0.3907 0.000
O -4.7773 -3.3420 0.7543 0.000
C -3.5915 -5.4519 0.5655 0.000
C -3.4448 -6.6536 -0.1240 0.000
C -2.2646 -7.3639 -0.0020 0.000
C -1.2376 -6.8871 0.8010 0.000
C -1.3861 -5.7050 1.5178 0.000
C -0.2895 -5.2604 2.4532 0.000
N 0.4066 -4.0278 2.0736 0.001
C -0.0481 -2.8810 1.5581 0.004
N 0.9296 -1.9843 1.5334 0.036
C 1.9987 -2.6804 2.0058 0.004
N 1.7183 -3.9130 2.3463 0.002
C -2.5736 -4.9944 1.4019 0.000
H -4.5203 2.6018 0.9923 0.000
H -4.6802 1.9323 2.6215 0.000
H -2.7569 0.9675 -0.5841 0.000
H -0.9461 -0.6393 2.8095 0.000
H -7.0483 2.2890 0.7139 0.000
H -8.8013 0.7357 -0.0610 0.000
H -8.3344 -1.7046 -0.2062 0.000
H -4.4383 -1.0368 1.3846 0.000
H -4.2603 -7.0081 -0.7400 0.000
H -2.1305 -8.2881 -0.5486 0.000
H -0.3129 -7.4459 0.8865 0.000
H 0.4812 -6.0244 2.5070 0.000
H -0.6922 -5.1215 3.4584 0.000
H -1.0692 -2.7009 1.2709 0.000
H 2.9786 -2.2521 2.1403 0.000
H -2.7355 -4.0867 1.9711 0.000
C 4.8803 2.4040 3.5877 -0.001
C 4.4296 3.4724 2.8231 0.000
C 3.2056 3.4045 2.1764 0.000
C 2.4331 2.2504 2.2680 0.003
C 2.8852 1.1873 3.0485 -0.001
C 4.1016 1.2628 3.7119 0.000
P 0.7771 2.0364 1.5184 0.085
C -0.1697 3.3431 2.4181 0.031
C 0.2436 3.8122 3.6627 0.008
C -0.4708 4.8114 4.3086 0.001
C -1.6205 5.3318 3.7369 0.005
C -2.0685 4.8336 2.5210 0.000
C -1.3532 3.8427 1.8693 0.006
C 0.6956 2.7516 -0.1664 0.048
C 0.7462 4.1112 -0.4908 0.015
C 0.3769 4.5176 -1.7604 0.021
C -0.0755 3.5821 -2.6883 0.014
C -0.0746 2.2292 -2.3821 0.062
C 0.3317 1.7822 -1.1192 0.150
H 5.8358 2.4654 4.0922 0.000
H 5.0322 4.3683 2.7404 0.000
H 2.8481 4.2478 1.5986 0.000
H 2.2653 0.3004 3.1347 0.000
H 4.4397 0.4335 4.3205 0.000
H 1.1390 3.4080 4.1172 0.001
H -0.1224 5.1858 5.2628 0.000
H -2.1649 6.1220 4.2368 0.000
H -2.9699 5.2321 2.0718 0.000
H -1.6963 3.4750 0.9099 0.000
H 1.0319 4.8442 0.2546 0.001
H 0.4115 5.5670 -2.0255 0.001
H -0.4247 3.9221 -3.6568 0.001
H -0.4004 1.5150 -3.1329 0.004
C 1.3746 1.0352 -5.9018 0.002
Si 2.9356 0.9951 -4.8381 0.098
C 3.6132 2.7517 -4.7130 0.015
C 4.2158 -0.1901 -5.5657 0.030
As 2.3151 0.1114 -2.7076 0.708
Si 4.2235 0.7024 -1.4829 0.085
C 3.9899 -0.3201 0.1052 0.035
C 4.3433 2.5532 -1.1356 0.014
C 5.8943 0.2368 -2.2364 0.013
H 1.6291 1.1453 -6.9577 0.000
H 0.7426 1.8798 -5.6202 0.000
H 0.7907 0.1200 -5.7878 0.000
H 3.7088 3.1836 -5.7117 0.002
H 4.5990 2.7726 -4.2452 0.000
H 2.9412 3.3864 -4.1317 0.000
H 4.4467 0.0661 -6.6018 0.004
H 3.8420 -1.2150 -5.5423 0.003
H 5.1426 -0.1522 -4.9917 0.000
H 2.9263 -0.2973 0.4341 0.014
H 4.5949 0.0411 0.9369 0.002
H 4.2449 -1.3671 -0.0795 0.001
H 3.3753 2.9947 -0.9101 0.000
H 4.7510 3.0661 -2.0090 0.000
H 5.0141 2.7371 -0.2953 0.002
H 5.9290 -0.7869 -2.6127 0.001
H 6.6743 0.3444 -1.4788 0.002
H 6.1409 0.9091 -3.0606 0.000
S -0.7308 -4.1719 -2.4765 0.007
C 0.9320 -4.2579 -2.0647 0.005
C 1.3320 -3.0902 -1.5044 0.016
N 0.3457 -2.1464 -1.3812 0.051
C -0.7887 -2.5832 -1.8398 0.005
H 1.5183 -5.1381 -2.2715 0.000
H 2.3323 -2.8590 -1.1689 0.006
H -1.6946 -1.9941 -1.8651 0.000
```

---

C3H3N3 | ωB97M-V/def2-TZVPD

Results
Electronic energy = -7626.357 eV
HOMO-LUMO gap = 8.12 eV
Lowest unoccupied orbital energy = -2.2931 eV
E_HOMO = -10.41 eV
Relative energy (zero: lowest compared OMol25 entry of this formula, charge and spin) = 73.6 kcal/mol

XYZ file:
```
9
Properties=species:S:1:pos:R:3:nbo_charge:R:1
C 0.4286 -0.2520 0.5664 0.240
C -0.9589 -0.0102 0.4713 0.029
C -0.1990 0.5213 -1.2579 0.244
H 0.5643 -0.8583 2.2134 0.325
H -1.8851 -0.3766 0.8916 0.227
H -0.1944 1.0854 -2.1507 0.179
N 1.2562 -0.7129 1.4862 -0.380
N -1.3342 0.2578 -0.8024 -0.400
N 0.9195 0.2543 -0.6314 -0.465
```

---

Among the records above, which one has the lowest relative energy (zero: lowest compared OMol25 entry of this formula, charge and spin)? C47H51AsN9OPRuSSi2